[1]
A cluster of 7 separate species, C26H56BNO6 in total, computed with ωB97M-V with the def2-TZVPD basis set.

Atoms and positions in Å:
C 0.8215 3.5729 2.7048
C 0.8089 3.1390 1.2411
C -0.5212 3.7065 0.7680
O -0.7371 4.9008 1.5281
C 0.1867 4.9559 2.6123
H 1.8178 3.6015 3.1468
H 0.2018 2.9011 3.3023
H 1.6371 3.6038 0.6992
H 0.8815 2.0635 1.1004
H -1.3319 2.9973 0.9557
H -0.5358 3.9532 -0.2938
H 0.9467 5.7196 2.4088
H -0.3548 5.2460 3.5148
C -4.7197 1.3401 -1.3729
C -4.8121 2.8541 -1.5452
C -3.5001 3.3076 -0.9156
O -2.5560 2.2720 -1.1891
C -3.2415 1.0933 -1.6311
H -5.3407 0.7762 -2.0685
H -4.9872 1.0581 -0.3518
H -4.8321 3.1121 -2.6060
H -5.6838 3.2960 -1.0636
H -3.6035 3.4349 0.1682
H -3.1186 4.2417 -1.3306
H -3.0505 0.9441 -2.6968
H -2.8335 0.2344 -1.0945
C 6.9972 -2.2091 -0.5874
C 6.0789 -2.3338 -1.8028
C 4.7744 -1.7669 -1.2589
O 5.1493 -0.7749 -0.2972
C 6.5443 -0.8793 0.0007
H 8.0561 -2.2128 -0.8416
H 6.8082 -3.0218 0.1164
H 6.4503 -1.7178 -2.6238
H 5.9699 -3.3562 -2.1615
H 4.1810 -2.5438 -0.7653
H 4.1541 -1.2887 -2.0183
H 7.0757 -0.0415 -0.4617
H 6.6709 -0.8156 1.0821
C 2.4744 -1.2545 7.1076
C 1.1020 -1.4637 7.7475
C 0.1799 -0.9044 6.6699
O 0.8264 -1.1608 5.4253
C 2.1745 -1.5636 5.6451
H 3.2506 -1.8971 7.5214
H 2.7902 -0.2154 7.2205
H 0.9123 -2.5284 7.8977
H 0.9856 -0.9552 8.7038
H 0.0444 0.1758 6.7946
H -0.8047 -1.3737 6.6522
H 2.2758 -2.6361 5.4427
H 2.8143 -1.0219 4.9455
C -5.8225 -2.2680 -3.6835
C -6.6639 -1.8023 -4.8713
C -6.3104 -0.3204 -4.9274
O -4.9647 -0.2174 -4.4684
C -4.5521 -1.4482 -3.8704
H -5.6316 -3.3404 -3.6798
H -6.3136 -2.0029 -2.7444
H -6.3414 -2.3061 -5.7846
H -7.7320 -1.9733 -4.7427
H -6.9679 0.2610 -4.2701
H -6.3679 0.1040 -5.9308
H -3.8451 -1.9550 -4.5354
H -4.0310 -1.2226 -2.9393
C 1.2813 -1.1750 -3.3224
C 1.2058 0.2674 -2.8211
C -0.1789 0.6877 -3.3009
O -0.9788 -0.4994 -3.2808
C -0.1517 -1.6464 -3.1023
H 2.0072 -1.7856 -2.7845
H 1.5314 -1.1958 -4.3853
H 1.2564 0.2956 -1.7305
H 1.9959 0.9063 -3.2147
H -0.1409 1.0765 -4.3243
H -0.6508 1.4343 -2.6608
H -0.2781 -2.0321 -2.0858
H -0.4706 -2.4173 -3.8066
C 0.5752 -1.9785 0.4593
C 1.6280 -1.9460 1.5906
B 1.8862 -0.4611 2.0657
N 2.8456 0.3299 1.4128
H 0.5782 -1.0529 -0.1220
H -0.4295 -2.0946 0.8650
H 0.7435 -2.7951 -0.2438
H 1.2711 -2.5655 2.4153
H 2.5619 -2.3996 1.2441
H 1.2340 0.0555 2.9282
H 3.1636 1.1652 1.8821
H 3.5999 -0.0874 0.8772

Computed properties:
SMILES	C1CCOC1.C1CCOC1.C1CCOC1.C1CCOC1.C1CCOC1.C1CCOC1.CCBN
LUMO	0.0253	hartree

=====

[2]
A cluster of 7 separate species, C26H56BO14P in total, computed with ωB97M-V with the def2-TZVPD basis set.

Atoms and positions in Å:
C 2.9462 -1.9987 4.2848
C 4.1029 -2.7304 3.6340
O 3.7279 -3.3280 2.3904
C 3.7085 -2.6559 1.2152
C 3.7982 -1.1534 1.2339
O 3.5302 -3.2892 0.2113
H 2.6100 -1.1607 3.6744
H 3.2444 -1.6144 5.2609
H 2.0999 -2.6736 4.4170
H 4.9755 -2.0882 3.5041
H 4.4151 -3.5700 4.2539
H 2.7855 -0.7474 1.2616
H 4.2653 -0.8181 0.3114
H 4.3583 -0.7429 2.0705
C -1.1258 7.0104 1.3437
C 0.1543 6.2480 1.0760
O -0.0227 5.2259 0.0906
C 0.0538 5.4373 -1.2343
C 0.0693 6.8497 -1.7695
O 0.0389 4.4742 -1.9550
H -1.4659 7.5499 0.4594
H -0.9728 7.7318 2.1466
H -1.9151 6.3205 1.6409
H 0.9789 6.9072 0.7985
H 0.4625 5.7072 1.9688
H -0.9569 7.1414 -1.9913
H 0.6369 6.8521 -2.6959
H 0.5029 7.5808 -1.0922
C 6.5406 -1.3843 -4.9632
C 5.4355 -2.4191 -4.9556
O 4.2275 -1.9162 -4.3785
C 3.3090 -1.2255 -5.0830
C 3.6384 -0.7435 -6.4779
O 2.2663 -0.9645 -4.5482
H 6.2852 -0.5266 -5.5858
H 7.4632 -1.8219 -5.3453
H 6.7189 -1.0224 -3.9511
H 5.2452 -2.8239 -5.9507
H 5.7079 -3.2577 -4.3175
H 4.0316 0.2701 -6.4041
H 2.7142 -0.7136 -7.0479
H 4.3564 -1.3605 -7.0113
C -3.8541 3.2145 -3.4503
C -5.2250 3.2802 -2.8109
O -6.2584 3.5124 -3.7733
C -6.8449 2.5140 -4.4699
C -6.2566 1.1204 -4.4169
O -7.7918 2.7770 -5.1572
H -3.7717 2.3756 -4.1429
H -3.0833 3.1086 -2.6847
H -3.6560 4.1272 -4.0112
H -5.4450 2.3923 -2.2170
H -5.2851 4.1321 -2.1363
H -5.5665 1.0091 -5.2528
H -7.0693 0.4110 -4.5446
H -5.7322 0.8841 -3.4952
C -3.1316 -0.1253 2.9693
C -2.5533 1.2005 3.4182
O -3.5224 2.2551 3.3876
C -4.3668 2.5014 4.4075
C -4.4915 1.4977 5.5338
O -5.0415 3.4944 4.3685
H -3.9184 -0.4772 3.6372
H -2.3538 -0.8914 2.9386
H -3.5568 -0.0225 1.9704
H -2.0893 1.1370 4.4043
H -1.7898 1.5195 2.7080
H -5.3131 0.8218 5.2987
H -4.7420 2.0420 6.4401
H -3.5964 0.9097 5.7159
C 0.8894 -7.8269 4.6104
C -0.1779 -7.5414 3.5748
O -0.5816 -6.1697 3.5762
C 0.0812 -5.2176 2.8797
C 1.4276 -5.5298 2.2724
O -0.4046 -4.1194 2.8262
H 1.8073 -7.2776 4.4009
H 1.1237 -8.8916 4.6271
H 0.5390 -7.5313 5.5991
H 0.1305 -7.8491 2.5750
H -1.0878 -8.0908 3.8107
H 2.1957 -5.2313 2.9828
H 1.5496 -4.9250 1.3781
H 1.5789 -6.5716 2.0024
C 1.5170 -0.8045 -1.3998
C 0.0200 -0.7208 -1.7572
B -0.8858 0.2582 -0.9587
O -2.2406 0.3185 -1.2393
P -0.3522 1.4907 0.4875
O 0.6871 0.6024 1.4583
H 2.1045 -0.6426 -2.3033
H 1.8115 -0.0733 -0.6499
H 1.7822 -1.8038 -1.0489
H -0.0763 -0.4135 -2.8086
H -0.4409 -1.7142 -1.7070
H -2.4086 0.7750 -2.0656
H 0.5927 2.2821 -0.1816
H 0.1792 -0.0578 1.9338

Computed properties:
SMILES	CCOC(C)=O.CCOC(C)=O.CCOC(C)=O.CCOC(C)=O.CCOC(C)=O.CCOC(C)=O.CCB(O)PO
LUMO	0.0195	hartree

=====

[3]
A cluster of 5 separate species, C26H56BrF2N7O10P in total, computed with ωB97M-V with the def2-TZVPD basis set.

Atoms and positions in Å:
C 5.2282 3.3944 -1.3467
C 3.7249 3.5948 -1.8933
N 2.6557 3.2797 -0.8605
C 1.6192 2.4396 -1.5007
C 0.1934 2.9280 -1.8899
N -0.8240 2.0933 -2.5590
C -2.1263 2.7656 -2.8734
O -3.2999 2.0344 -2.4571
O -3.9713 2.6731 -1.4775
C -0.4572 0.7261 -2.8888
P -1.6931 -0.4357 -3.8110
O -2.5183 0.4937 -5.0311
Br -3.2002 -1.2506 -2.2939
C 0.9433 0.0680 -2.5530
N 1.1953 -1.3600 -2.9103
C 2.3015 -1.5184 -3.8785
O 2.8109 -2.6616 -4.0419
F 2.6956 -0.3613 -4.6170
C 1.4629 -2.0459 -1.6215
O 0.4711 -2.2262 -0.8528
F 2.7353 -2.4662 -1.1563
C 2.0568 0.9405 -1.8278
O 3.3450 0.4340 -1.5212
H 5.7905 2.7313 -2.0924
H 5.7767 4.4079 -1.2395
H 5.2785 2.8677 -0.3139
H 3.5921 3.0141 -2.8707
H 3.6273 4.7185 -2.1728
H 2.2666 4.2133 -0.6132
H -0.0874 4.0189 -1.6305
H -2.1114 3.0590 -3.9855
H -2.1452 3.7705 -2.2884
H -4.4774 3.4556 -1.8290
H -1.8838 1.2201 -5.2762
H 3.4897 0.3711 -0.5446
C 5.9170 -2.9574 0.2304
C 7.2652 -3.5720 -0.1335
C 7.1467 -4.8465 -0.9955
O 6.7701 -6.0124 -0.2686
C 5.3738 -6.1455 -0.0556
N 8.0230 -3.8212 1.0992
H 5.3950 -3.5180 1.0084
H 6.0543 -1.9396 0.6100
H 5.2640 -2.8986 -0.6457
H 7.8099 -2.8272 -0.7250
H 8.1379 -5.0663 -1.4070
H 6.4827 -4.6923 -1.8547
H 4.7890 -5.7649 -0.8979
H 5.0848 -5.6425 0.8688
H 5.1533 -7.2085 0.0665
H 8.9549 -4.1484 0.8487
H 7.5996 -4.6299 1.5572
C -6.2838 7.1608 -1.8122
C -6.9308 6.1087 -0.9161
C -7.5109 6.6870 0.3909
O -6.5334 6.9844 1.3841
C -5.8986 8.2434 1.2245
N -5.9539 5.0437 -0.6480
H -5.3093 7.4867 -1.4425
H -6.1239 6.7570 -2.8169
H -6.9250 8.0414 -1.9083
H -7.7641 5.6745 -1.4796
H -8.1580 5.9240 0.8372
H -8.1479 7.5581 0.1986
H -6.5784 9.0012 0.8252
H -5.0198 8.1431 0.5852
H -5.5536 8.5716 2.2077
H -6.4161 4.3017 -0.1238
H -5.2723 5.4174 0.0150
C -2.3122 -0.1533 3.7410
C -1.8622 0.3254 2.3640
C -0.4637 -0.1878 1.9619
O 0.6166 0.4970 2.5925
C 0.9278 0.0279 3.8958
N -1.9325 1.7923 2.3227
H -1.8094 0.3734 4.5547
H -3.3856 0.0155 3.8689
H -2.1291 -1.2250 3.8623
H -2.5778 -0.0719 1.6351
H -0.3363 -0.0078 0.8877
H -0.3747 -1.2710 2.1061
H 0.7807 -1.0514 3.9924
H 0.3347 0.5625 4.6391
H 1.9790 0.2528 4.0910
H -1.7167 2.1026 1.3761
H -1.1519 2.1491 2.8766
C -0.1341 -6.6995 2.8037
C -0.0542 -5.5020 1.8615
C -1.2210 -4.5068 2.0318
O -2.4459 -4.9341 1.4434
C -3.2111 -5.8153 2.2509
N 0.0436 -5.9886 0.4793
H -0.8892 -7.4261 2.4973
H 0.8238 -7.2277 2.8276
H -0.3613 -6.3801 3.8251
H 0.8708 -4.9648 2.1011
H -0.9519 -3.5822 1.5083
H -1.3688 -4.2344 3.0841
H -3.1228 -5.5820 3.3157
H -2.9187 -6.8490 2.0605
H -4.2590 -5.7119 1.9595
H 0.1855 -5.1902 -0.1380
H -0.8794 -6.3362 0.2141

Computed properties:
net charge	+1
LUMO	-0.1960	hartree

=====

[4]
A cluster of 2 separate species, C26H56BrN4O10P2 in total, computed with ωB97M-V with the def2-TZVPD basis set.

Atoms and positions in Å:
C 4.4005 -1.2164 0.4104
O 3.5985 -1.7995 -0.5916
C 3.7415 -1.1765 -1.8538
C 2.4936 -1.4890 -2.6863
C 1.5136 -0.3035 -2.8348
C 1.2562 0.3025 -1.4515
N -0.1000 0.9225 -1.2320
C -0.6110 1.5040 -2.3826
N -1.4631 0.8117 -3.0904
C -1.9566 -0.5523 -2.8020
O -2.4377 -1.1109 -3.9716
C -1.4258 -1.4737 -4.8985
N -0.3131 2.7789 -2.7767
C -0.6353 3.7318 -1.6682
C -2.1404 3.7403 -1.3114
C -3.0445 4.4809 -2.2794
O -3.6328 5.4666 -2.0354
Br -3.2988 3.6491 -4.0550
P -0.2680 5.4934 -2.3575
C 1.2453 5.3739 -3.3644
O 0.1448 6.3780 -1.0322
C 0.2560 3.3343 -0.4779
C 1.7404 3.6273 -0.7014
C 2.6565 3.3498 0.5101
C 3.9990 2.7670 0.0658
C 4.9561 3.8566 -0.4420
C 6.1047 3.2711 -1.2779
N 6.4765 4.1810 -2.3859
C 0.0003 1.8688 -0.0594
C -1.1985 1.6659 0.8723
O -0.9500 0.5216 1.6790
O -1.8213 -0.5287 1.2947
H 4.1697 -0.1539 0.5471
H 4.1578 -1.7188 1.3452
H 5.4711 -1.3484 0.2293
H 4.6268 -1.5729 -2.3634
H 3.9138 -0.1003 -1.7220
H 2.7742 -1.8886 -3.6576
H 1.9535 -2.2393 -2.1036
H 2.0070 0.4372 -3.4693
H 0.6242 -0.7195 -3.2957
H 2.0634 0.9957 -1.2269
H 1.3335 -0.5010 -0.7155
H -1.8706 1.2377 -3.9164
H -2.8171 -0.4737 -2.1377
H -1.1914 -1.1697 -2.3312
H -0.7113 -2.1608 -4.4327
H -1.8777 -1.9776 -5.7460
H -0.8625 -0.6102 -5.2673
H -0.8581 3.0208 -3.6040
H -2.5435 2.7432 -1.1319
H -2.2478 4.2965 -0.3774
H 1.4102 4.3777 -3.7661
H 2.1168 5.6540 -2.7673
H 1.1629 6.1283 -4.1434
H -0.5992 6.3859 -0.4188
H -0.0639 3.9712 0.3545
H 2.0905 3.0433 -1.5591
H 1.8973 4.6593 -0.9916
H 2.1794 2.7739 1.3034
H 2.8872 4.3270 0.9426
H 3.8808 2.0659 -0.7677
H 4.5137 2.2222 0.8605
H 4.4286 4.5283 -1.1226
H 5.3749 4.4113 0.3976
H 5.7979 2.3190 -1.7238
H 6.9811 3.0566 -0.6657
H 7.4768 4.3388 -2.3702
H 6.3279 3.7143 -3.2718
H 0.8419 1.5062 0.5254
H -1.3557 2.5370 1.5112
H -2.1155 1.4598 0.3222
H -1.4483 -0.9494 0.5051
O -1.6581 -6.1364 4.4365
P -3.0315 -5.6347 4.3088
O -3.5537 -5.7308 2.7999
C -3.6531 -7.0145 2.1640
C -4.8132 -7.8350 2.6920
O -2.9244 -4.0217 4.4483
C -1.7344 -3.3883 4.9166
C -0.9369 -2.8331 3.7569
O -4.3893 -5.8038 5.0972
C -4.7212 -5.0477 6.2826
C -5.6947 -3.9508 5.9272
H -2.7096 -7.5534 2.2811
H -3.7908 -6.8125 1.1026
H -4.6512 -8.1247 3.7316
H -4.9351 -8.7430 2.1013
H -5.7381 -7.2596 2.6544
H -1.1327 -4.0733 5.5128
H -2.0503 -2.5767 5.5768
H -0.7257 -3.6128 3.0236
H 0.0084 -2.4110 4.1028
H -1.5012 -2.0530 3.2472
H -3.8253 -4.6580 6.7642
H -5.1855 -5.7471 6.9772
H -5.2789 -3.2801 5.1777
H -5.9523 -3.3741 6.8161
H -6.6078 -4.3775 5.5107

Computed properties:
net charge	+1
LUMO	-0.1173	hartree

=====

[5]
A cluster of 9 separate species, C26H56NO16P in total, computed with ωB97M-V with the def2-TZVPD basis set.

Atoms and positions in Å:
N 34.6770 9.4790 58.3940
H 35.3120 8.8140 58.8240
H 34.0180 9.7950 59.1640
H 34.1720 8.7640 57.8980
H 35.1350 10.1660 57.9270
P 33.5570 7.1420 60.2490
O 34.4670 8.0760 60.9240
O 32.5210 8.1180 59.6680
O 33.0650 6.0880 61.0100
O 34.3650 6.5720 59.1250
O 37.3170 9.1590 56.7710
C 37.1580 8.3820 55.8720
O 37.8090 8.5060 54.5440
C 38.6650 9.5640 54.3550
C 39.0280 9.6680 52.8310
C 36.4240 7.0790 55.9630
H 39.6790 9.3040 54.7160
H 38.2050 10.4100 54.7960
H 38.0900 9.9120 52.3880
H 39.4590 8.5030 52.6050
H 39.6490 10.3620 52.6590
H 35.7780 6.8640 55.1030
H 35.7270 6.9470 56.8530
H 37.0480 6.2280 56.0100
O 31.8380 10.2700 63.3080
C 31.9950 8.9570 63.4200
O 31.4460 8.1570 64.3690
C 30.6530 8.7120 65.3760
C 30.4500 7.5650 66.3460
C 32.7990 8.1560 62.4970
H 29.7310 8.9490 64.5320
H 31.1600 9.5780 65.9580
H 31.5290 7.0450 66.5570
H 29.7670 6.6210 66.0540
H 29.9200 7.7380 67.1590
H 33.6990 7.7540 63.0310
H 33.1740 8.8240 61.5020
H 32.2630 7.4350 62.2080
O 30.8200 12.0900 57.4240
C 30.3440 11.0020 57.0200
O 29.5250 10.8670 55.9950
C 29.1140 12.1610 55.2860
C 28.0590 11.8600 54.2470
C 30.7010 9.7370 57.7210
H 30.1460 12.6870 54.9760
H 28.6300 12.8120 56.0140
H 27.0300 11.4490 54.6270
H 28.3820 11.2520 53.2540
H 27.6910 12.8080 53.8840
H 31.5420 9.4270 57.4050
H 30.0440 8.6840 57.4460
H 30.5420 9.7080 58.7440
O 39.8360 6.3740 60.3700
C 38.7090 6.1560 59.9810
O 38.2400 4.9170 59.7090
C 36.9170 4.5930 59.3740
C 36.8710 3.1560 58.6820
C 37.5580 7.2110 60.0430
H 36.7080 5.3980 58.5070
H 36.2260 4.9580 60.0450
H 36.9640 2.3640 59.5760
H 37.6430 2.9460 58.2270
H 35.9470 2.8670 58.0410
H 36.8490 7.3990 59.1700
H 38.1550 8.0570 60.2520
H 36.7310 7.0590 60.9680
O 30.9980 6.2700 54.6520
C 31.4480 5.7190 55.6640
O 31.2700 4.4000 55.8110
C 30.3550 3.7190 55.0490
C 30.2660 2.2820 55.5220
C 32.3390 6.2930 56.7010
H 30.5250 3.7120 54.0640
H 29.3260 4.0420 55.0030
H 29.6150 2.4650 56.3960
H 31.0810 1.6530 55.4290
H 29.6000 1.7470 54.8000
H 32.2720 6.1140 57.8620
H 32.1290 7.4110 56.9820
H 33.3960 6.0550 56.6840
C 32.6650 10.1650 54.3300
C 34.0130 10.7140 54.8820
O 34.1410 11.2290 56.1500
C 35.2500 10.8260 53.9970
H 32.9170 9.8340 53.3010
H 31.9340 10.8650 54.2500
H 32.2770 9.4070 54.9080
H 36.0470 11.3480 54.4790
H 34.9590 11.3820 53.0380
H 35.5140 9.7110 53.9600
C 32.5810 11.2330 60.9390
C 33.7910 11.9660 60.9730
O 34.4220 12.5200 59.7740
C 34.3780 12.4470 62.3130
H 31.9340 11.4140 60.1050
H 31.9510 11.5650 61.8410
H 32.7380 10.0740 60.8300
H 33.8830 13.2990 62.8870
H 35.3990 12.9780 62.2000
H 34.5900 11.8000 63.0140

Computed properties:
net charge	-2
LUMO	0.1375	hartree

=====

| no. | HOMO (eV) | molecular weight (g mol⁻¹) |
| --- | --- | --- |
| 1 | -8.919 | 489.55 |
| 2 | -7.799 | 634.51 |
| 3 | -10.649 | 775.65 |
| 4 | -11.430 | 726.60 |
| 5 | 0.072 | 669.70 |